[1]
The following is a DFT calculation (ωB97M-V/def2-TZVPD) of an isolated ion of composition C6H6N and charge +1 in a non-equilibrium geometry.

Last column: Löwdin spin population.
Positions of all 13 atoms, in Å:
1 C -1.885 0.316 -0.104  0.101
2 C -0.355 -1.306 0.017  0.798
3 C -1.823 -1.109 0.017  0.121
4 C 1.922 -0.050 -0.369  0.107
5 C -1.286 1.409 -0.252  0.026
6 C 0.996 0.708 0.477  0.627
7 N 0.682 -0.599 0.183  0.125
8 H -2.205 -1.537 0.930  0.010
9 H -2.207 -1.761 -0.831  0.017
10 H 1.844 0.102 -1.419  0.012
11 H 2.945 -0.481 0.007  0.016
12 H -0.779 2.402 -0.125  0.008
13 H 1.273 1.018 1.460  0.031

Computed properties:
* multiplicity: 3
* strongest force on any atom: 5.553 eV/A
* E_LUMO (spin up / spin down): -0.186 / -0.254 Eh
* net charge: +1
* DFT total energy: -7792.983 eV

---

[2]
The following is a DFT calculation (ωB97M-V/def2-TZVPD) of one molecule with the formula C6H6N2 in a non-equilibrium geometry.

Last column: natural (NBO) charge in e.
Positions of all 14 atoms, in Å:
1 C -1.854 0.259 -0.252  -0.180
2 C -1.377 -0.921 0.119  -0.251
3 C 0.085 -0.682 0.147  -0.145
4 N 1.380 -0.971 -0.404  -0.602
5 C 2.173 0.320 -0.183  0.268
6 N 1.542 1.288 0.310  -0.415
7 C 0.200 0.818 0.128  0.155
8 C -0.968 1.386 -0.163  -0.280
9 H -2.921 0.542 -0.457  0.205
10 H -2.103 -1.717 0.428  0.240
11 H 0.418 -1.050 1.218  0.199
12 H 1.664 -1.768 -0.030  0.366
13 H 3.122 -0.007 -0.531  0.203
14 H -1.360 2.503 -0.329  0.239

Computed properties:
* multiplicity: 1
* strongest force on any atom: 6.636 eV/A
* E_LUMO: 0.017 Eh
* net charge: 0
* structure (SMILES): C1=C[C@H]2NC=NC2=C1
* DFT total energy: -9294.902 eV

---

[3]
The following is a DFT calculation (ωB97M-V/def2-TZVPD) of one molecule with the formula C6H6N2 in a non-equilibrium geometry.

Last column: natural (NBO) charge in e.
Positions of all 14 atoms, in Å:
1 C 1.634 -1.142 0.039  -0.387
2 C -2.001 -1.095 -0.049  0.019
3 C 2.262 0.049 -0.104  0.034
4 C 0.269 -0.845 0.100  -0.020
5 C 0.064 0.525 0.201  0.218
6 C -2.123 0.388 -0.123  -0.408
7 N -1.029 1.184 0.103  -0.408
8 N 1.386 1.099 0.066  -0.547
9 H 2.119 -2.133 -0.199  0.239
10 H -1.917 -1.603 0.899  0.167
11 H 3.284 0.192 -0.161  0.206
12 H -2.382 0.598 -1.206  0.240
13 H -2.948 0.774 0.565  0.240
14 H 1.381 2.008 -0.130  0.406

Computed properties:
* multiplicity: 1
* strongest force on any atom: 5.514 eV/A
* E_LUMO (spin up / spin down): -0.014 / -0.032 Eh
* net charge: 0
* DFT total energy: -9292.014 eV

---

[4]
The following is a DFT calculation (ωB97M-V/def2-TZVPD) of one molecule with the formula C6H6N2O in a non-equilibrium geometry.

Last column: natural (NBO) charge in e.
Positions of all 15 atoms, in Å:
1 C 1.455 1.401 0.058  -0.633
2 C 0.384 0.295 0.021  -0.022
3 C -0.965 0.769 -0.075  -0.159
4 C -2.040 -0.103 -0.086  -0.238
5 C -1.733 -1.453 0.007  0.031
6 N -0.512 -1.970 0.051  -0.369
7 C 0.465 -1.095 -0.029  0.196
8 N 1.806 -1.752 -0.014  0.140
9 O 2.816 -1.116 -0.064  -0.272
10 H 1.040 2.289 -0.404  0.211
11 H 1.750 1.753 0.994  0.230
12 H 2.313 1.196 -0.589  0.245
13 H -1.160 1.796 0.056  0.211
14 H -3.123 0.189 -0.037  0.234
15 H -2.498 -2.199 0.112  0.195

Computed properties:
* multiplicity: 1
* strongest force on any atom: 3.226 eV/A
* E_LUMO: -0.020 Eh
* net charge: 0
* structure (SMILES): Cc1cccnc1N=O
* DFT total energy: -11343.916 eV

---

[5]
The following is a DFT calculation (ωB97M-V/def2-TZVPD) of a 2-piece molecular cluster, C6H6N2O overall in a non-equilibrium geometry.

Last column: Löwdin spin population.
Positions of all 15 atoms, in Å:
1 C -0.673 1.603 -1.053  0.063
2 C 1.156 -0.557 -0.798  0.345
3 C 1.562 -0.127 0.566  0.060
4 C -0.117 -1.083 -0.839  0.128
5 C 0.755 -0.385 1.648  0.186
6 C -0.989 -0.868 0.270  0.203
7 N -0.070 2.070 -1.894  0.244
8 N -1.284 1.233 0.027  0.555
9 O -0.517 -0.701 1.528  0.170
10 H 1.850 -0.499 -1.661  0.015
11 H 2.431 0.362 0.912  -0.001
12 H -0.747 -1.308 -1.838  0.003
13 H 0.988 -0.249 2.666  0.012
14 H -2.070 -1.056 0.234  0.011
15 H -2.276 1.565 0.234  0.008

Computed properties:
* multiplicity: 3
* strongest force on any atom: 5.141 eV/A
* E_LUMO (spin up / spin down): 0.023 / -0.097 Eh
* net charge: 0
* DFT total energy: -11340.648 eV

---

[6]
The following is a DFT calculation (ωB97M-V/def2-TZVPD) of a 2-piece molecular cluster, C6H6N2O2 overall in a non-equilibrium geometry.

Last column: natural (NBO) charge in e.
Positions of all 16 atoms, in Å:
1 N 4.088 -1.122 -0.052  -0.266
2 C 3.066 -0.641 0.264  0.245
3 C 1.693 -0.412 0.305  -0.075
4 C 0.482 -0.352 0.291  0.093
5 C -0.952 -0.334 0.164  0.439
6 N -1.693 -1.363 0.218  -0.400
7 C -3.076 -0.885 0.144  -0.284
8 C -2.957 0.649 0.035  -0.098
9 O -1.527 0.878 0.051  -0.470
10 H -3.572 -1.333 -0.727  0.213
11 H -3.623 -1.204 1.042  0.213
12 H -3.354 1.056 -0.902  0.196
13 H -3.394 1.186 0.886  0.196
14 O 5.125 1.560 -0.350  -0.956
15 H 4.359 1.755 -0.904  0.464
16 H 5.335 0.562 -0.465  0.490

Computed properties:
* multiplicity: 1
* strongest force on any atom: 2.733 eV/A
* E_LUMO: -0.020 Eh
* net charge: 0
* structure (SMILES): N#CC#CC1=NCCO1.O
* DFT total energy: -13391.155 eV

---

[7]
The following is a DFT calculation (ωB97M-V/def2-TZVPD) of a 2-piece molecular cluster, C6H6N2O2 overall in a non-equilibrium geometry.

Last column: natural (NBO) charge in e.
Positions of all 16 atoms, in Å:
1 O -0.110 -2.601 -0.640  -0.565
2 C -0.133 -1.647 -1.338  0.634
3 C 0.540 -1.496 -2.590  -0.435
4 C 0.897 -0.194 -2.839  0.097
5 N 0.321 0.808 -2.288  -0.608
6 C -0.657 0.720 -1.261  0.766
7 O -1.241 1.766 -0.903  -0.588
8 N -1.131 -0.631 -1.006  -0.648
9 H 0.807 -2.417 -3.048  0.252
10 H 1.665 -0.005 -3.664  0.224
11 H 0.790 1.782 -2.274  0.438
12 H -1.443 -0.795 0.104  0.434
13 C -0.092 1.377 6.014  -0.223
14 C -0.065 1.193 4.834  -0.235
15 H -0.018 1.414 7.033  0.221
16 H -0.129 0.725 3.865  0.237

Computed properties:
* multiplicity: 1
* strongest force on any atom: 7.232 eV/A
* E_LUMO: 0.013 Eh
* net charge: 0
* structure (SMILES): O=c1cc[nH]c(=O)[nH]1.C#C
* DFT total energy: -13391.293 eV

---

[8]
The following is a DFT calculation (ωB97M-V/def2-TZVPD) of a 2-piece molecular cluster, C6H6N2O2 overall in a non-equilibrium geometry.

Last column: natural (NBO) charge in e.
Positions of all 16 atoms, in Å:
1 O 1.953 -0.654 -0.765  -0.559
2 C 0.891 -0.104 -0.735  0.641
3 C 0.639 1.170 -0.129  -0.427
4 C -0.602 1.743 0.013  0.085
5 N -1.610 0.987 -0.451  -0.617
6 C -1.588 -0.291 -1.112  0.791
7 O -2.520 -0.787 -1.663  -0.578
8 N -0.300 -0.645 -1.407  -0.651
9 H 1.458 1.452 0.569  0.220
10 H -0.581 2.727 0.632  0.254
11 H -2.505 1.520 -0.558  0.420
12 H -0.190 -1.525 -1.936  0.430
13 C 1.705 -0.369 2.750  -0.238
14 C 1.680 -1.052 3.765  -0.257
15 H 1.623 0.256 1.862  0.227
16 H 1.760 -1.886 4.541  0.259

Computed properties:
* multiplicity: 1
* strongest force on any atom: 4.449 eV/A
* E_LUMO: 0.007 Eh
* net charge: 0
* structure (SMILES): O=c1cc[nH]c(=O)[nH]1.C#C
* DFT total energy: -13391.891 eV